Entry 1:
# C5H12N2O

One molecule with the formula C5H12N2O (the ωB97M-V functional and the def2-TZVPD basis, the OMol25 dataset).

Element x y z (Å)
O: 2.3428 2.8726 0.7778
N: -1.0853 -0.1595 -0.1175
N: 1.4928 1.3073 -0.4824
C: 0.2579 -0.7011 0.1102
C: -1.6317 0.1758 1.2114
C: 1.2637 -0.0777 -0.8682
C: 2.4289 1.6971 0.4238
C: -1.7973 -1.1612 -0.9109
H: 0.8863 -0.2631 -1.8967
H: -1.3298 -2.1464 -0.8882
H: 0.7156 -0.5101 1.0967
H: -2.8860 -1.1945 -0.8609
H: -1.1014 0.8888 1.8171
H: 0.6632 1.8707 -0.5564
H: 3.2293 1.0805 0.8416
H: 0.3539 -1.7871 0.1189
H: -1.7155 -0.7615 1.7983
H: -2.7108 0.4082 1.1111
H: 2.1728 -0.6977 -0.7378
H: -1.5491 -0.8412 -1.9877

Its HOMO energy is -8.950 eV. For the total energy, the calculation gives -382.41163 a.u. As for the net charge: 0. The orbital gap comes out at 9.86 eV.



Entry 2:
# C5H12N2O

One molecule with the formula C5H12N2O (the ωB97M-V functional and the def2-TZVPD basis, the OMol25 dataset).

Element x y z (Å)
O: 1.8588 -0.4998 1.1659
N: 0.2878 -1.6784 2.4636
N: -0.5602 -0.1859 0.8218
C: 0.8179 -0.4676 1.8790
C: 0.6769 -0.6138 -1.8341
C: 0.7773 0.7982 -1.1530
C: -0.4205 0.9391 0.0144
C: -1.7748 1.1898 -0.6738
H: -2.0626 0.2306 -1.1170
H: -0.1866 1.8379 0.6082
H: 0.7403 0.3812 2.5667
H: 0.4333 1.5798 -1.8235
H: 1.6024 0.5887 -0.4574
H: -0.5600 -1.8895 1.9595
H: 1.5103 -0.9922 -2.4158
H: 0.6679 -1.2165 -0.9297
H: -1.7993 1.9194 -1.4839
H: -2.5760 1.3955 0.0366
H: -0.2917 -0.8396 -2.2807
H: 0.8588 -2.4771 2.6534

Its HOMO energy is -9.055 eV. For the total energy, the calculation gives -382.23881 a.u. As for the net charge: 0. The orbital gap comes out at 6.51 eV.



Entry 3:
# C5H12N2O

One molecule with the formula C5H12N2O (the ωB97M-V functional and the def2-TZVPD basis, the OMol25 dataset).

Element x y z (Å)
O: -1.6199 0.4176 -1.7207
N: -1.2347 -1.7290 -0.3888
N: -1.7787 1.8428 0.0375
C: -1.4025 0.6661 -0.5301
C: 0.6988 -0.4778 0.3983
C: 1.1396 0.7643 1.1244
C: 1.4872 -0.7050 -0.7748
C: -0.7947 -0.5136 0.3285
H: -1.8876 2.5735 -0.6773
H: -1.8333 -1.4435 -1.2475
H: 2.4716 -0.8301 -0.4356
H: 0.8352 -1.4127 1.0432
H: 1.0834 1.6635 0.5965
H: -0.4061 -2.1600 -0.9276
H: 1.3959 -0.0020 -1.6166
H: -1.2385 -0.5877 1.2592
H: -1.4082 2.1920 0.9246
H: 0.7738 0.8383 2.1980
H: 2.2613 0.7375 1.4140
H: 1.4575 -1.8341 -1.0052

Its HOMO energy is -9.137 eV. For the total energy, the calculation gives -382.43028 a.u. As for the net charge: 0. The orbital gap comes out at 9.92 eV.



Entry 4:
# C5H12N2O2

A 2-piece molecular cluster, C5H12N2O2 overall (the ωB97M-V functional and the def2-TZVPD basis, the OMol25 dataset).

Element x y z (Å)
O: 0.4028 1.4218 -1.3962
O: 1.4183 -0.1902 1.2937
N: 0.1453 -0.8765 -1.5690
N: 2.2350 0.9941 1.0758
C: -0.0856 0.1817 1.6741
C: -1.7142 0.5746 -2.0586
C: 1.3032 -1.1297 -0.9998
C: -0.2559 0.4183 -1.6986
C: -0.9348 -1.0495 1.5633
H: -0.3135 0.9408 0.9238
H: 1.7322 1.5016 0.3378
H: -0.3465 -1.9240 1.2564
H: -1.7924 1.0989 -3.0140
H: -1.7403 -0.9076 0.8334
H: -2.2133 -0.3951 -2.1236
H: 2.1796 -0.4812 -1.1633
H: 1.5296 -2.1865 -0.7865
H: -1.3676 -1.3233 2.5296
H: 2.1686 1.5234 1.9427
H: -2.2096 1.1734 -1.2884
H: -0.1408 0.6349 2.6674

Its HOMO energy is -9.693 eV. For the total energy, the calculation gives -457.58003 a.u. As for the net charge: 0. The orbital gap comes out at 9.53 eV.